1.
Computed, not measured: a molecular structure, C48H55AuF9N7P3Se, with wB97M-V/def2-TZVPD.

Summary:
energy above the lowest of the compared OMol25 structures with the same formula, charge and spin	42.9	kJ/mol
multiplicity	1
HOMO energy	-16.1	eV
total charge	+3
largest force on an atom	0.59	eV/A
frontier orbital gap	0.2089	Eh

Cartesian coordinates (Å):
Au  0.00  -1.26  -0.02
C  -2.43  0.12  1.81
P  -0.62  0.21  1.80
C  -0.09  1.82  1.09
N  -1.03  2.74  1.12
C  -0.74  3.95  0.59
C  -1.70  4.99  0.64
C  -1.41  6.19  0.05
C  -0.17  6.39  -0.62
C  0.77  5.41  -0.67
C  0.52  4.17  -0.04
N  1.48  3.21  -0.01
C  1.22  2.07  0.58
P  2.60  0.87  0.88
C  3.39  0.71  -0.77
C  3.96  1.87  1.75
C  4.66  2.84  0.79
C  3.42  2.67  2.94
C  4.95  0.82  2.25
C  -0.26  0.23  3.68
C  -1.18  1.39  4.14
C  -0.69  -1.06  4.37
C  1.17  0.64  3.97
H  -2.83  1.13  1.89
H  -2.73  -0.47  2.68
H  -2.83  -0.35  0.93
H  -2.63  4.82  1.17
H  -2.12  7.00  0.09
H  0.02  7.35  -1.09
H  1.73  5.55  -1.15
H  3.41  1.67  -1.29
H  2.90  -0.03  -1.38
H  4.41  0.38  -0.62
H  3.97  3.51  0.29
H  5.26  2.32  0.04
H  5.36  3.45  1.37
H  2.58  3.32  2.67
H  4.22  3.32  3.30
H  3.14  2.04  3.77
H  5.34  0.19  1.45
H  4.51  0.18  3.02
H  5.81  1.33  2.70
H  -2.23  1.12  4.17
H  -1.05  2.31  3.58
H  -0.87  1.60  5.17
H  -1.76  -1.24  4.31
H  -0.44  -0.96  5.43
H  -0.14  -1.92  3.98
H  1.37  1.62  3.55
H  1.90  -0.07  3.62
H  1.28  0.73  5.05
C  3.52  -4.02  2.28
C  2.42  -3.37  3.13
C  3.05  -2.70  4.35
C  1.42  -4.43  3.57
N  1.71  -2.27  2.42
N  1.04  -2.70  1.23
H  4.07  -4.73  2.89
H  4.23  -3.27  1.92
H  3.11  -4.58  1.44
H  3.65  -3.42  4.90
H  2.29  -2.30  5.02
H  3.72  -1.88  4.05
H  1.90  -5.14  4.24
H  1.04  -5.02  2.73
H  0.57  -4.00  4.11
H  2.38  -1.57  2.10
H  0.32  -3.36  1.51
H  1.70  -3.16  0.61
Se  4.73  -3.31  -0.87
N  4.45  -3.54  -2.58
C  3.20  -3.20  -2.83
C  2.58  -3.26  -4.11
C  1.29  -2.88  -4.18
C  0.61  -2.43  -3.02
N  1.11  -2.34  -1.80
C  2.44  -2.74  -1.69
N  3.08  -2.73  -0.55
H  3.15  -3.61  -4.97
H  0.73  -2.90  -5.11
H  -0.41  -2.14  -3.14
F  -7.66  2.35  0.00
C  -6.49  2.93  0.26
F  -6.38  3.10  1.58
F  -6.48  4.14  -0.31
C  -5.33  2.08  -0.24
C  -5.46  0.70  -0.29
C  -4.38  -0.07  -0.68
C  -3.17  0.54  -0.99
C  -3.06  1.93  -0.97
C  -4.14  2.70  -0.59
P  -1.74  -0.42  -1.51
C  -2.45  -2.01  -2.03
C  -2.59  -3.02  -1.08
C  -3.20  -4.22  -1.42
C  -3.67  -4.41  -2.71
C  -3.54  -3.40  -3.66
C  -2.93  -2.20  -3.32
C  -4.36  -5.70  -3.08
F  -4.18  -6.00  -4.37
F  -3.89  -6.72  -2.34
F  -5.68  -5.60  -2.85
C  -1.10  0.54  -2.89
C  -1.98  1.00  -3.87
C  -1.50  1.81  -4.89
C  -0.16  2.17  -4.92
C  0.71  1.74  -3.93
C  0.24  0.93  -2.92
C  0.38  3.08  -6.00
F  -0.55  3.39  -6.90
F  0.84  4.21  -5.46
F  1.40  2.49  -6.63
H  -6.41  0.24  -0.06
H  -4.50  -1.14  -0.74
H  -2.14  2.42  -1.26
H  -4.07  3.78  -0.59
H  -2.25  -2.88  -0.06
H  -3.32  -5.01  -0.68
H  -3.91  -3.56  -4.67
H  -2.83  -1.44  -4.08
H  -3.03  0.77  -3.83
H  -2.17  2.16  -5.66
H  1.75  2.05  -3.95
H  0.90  0.61  -2.13

=====

2.
Computed, not measured: a molecular structure, C48H55BN4OP2SSi2Sr at a distorted geometry, with wB97M-V/def2-TZVPD.

Summary:
energy above the lowest of the compared OMol25 structures with the same formula, charge and spin	514.7	kJ/mol
multiplicity	1
HOMO energy	-0.9	eV
total charge	-2
largest force on an atom	9.21	eV/A
frontier orbital gap	0.1774	Eh

Cartesian coordinates (Å):
Sr  -0.02  1.01  0.57
C  2.09  1.51  1.27
P  1.73  0.07  2.28
C  2.03  0.52  4.02
C  2.33  1.79  4.49
C  2.61  1.99  5.83
C  2.61  0.91  6.70
C  2.33  -0.36  6.24
C  2.02  -0.55  4.91
C  3.49  -0.52  2.11
C  3.74  -1.53  1.21
C  5.04  -1.89  0.88
C  6.11  -1.23  1.46
C  5.86  -0.20  2.37
C  4.57  0.15  2.69
C  2.37  0.88  -0.02
C  3.54  0.96  -0.74
C  3.42  0.04  -1.81
C  2.17  -0.53  -1.67
C  1.44  -1.52  -2.53
P  -0.02  -2.15  -1.56
C  0.84  -3.10  -0.24
C  0.37  -2.99  1.06
C  0.96  -3.73  2.07
C  2.03  -4.57  1.80
C  2.51  -4.68  0.50
C  1.91  -3.95  -0.51
C  -0.41  -3.59  -2.64
C  -0.71  -3.33  -3.97
C  -0.98  -4.35  -4.86
C  -0.95  -5.67  -4.44
C  -0.72  -5.94  -3.10
C  -0.47  -4.91  -2.20
N  1.53  -0.03  -0.58
H  2.96  2.08  1.63
H  1.27  2.18  1.27
H  2.36  2.63  3.80
H  2.82  2.99  6.20
H  2.85  1.07  7.75
H  2.36  -1.20  6.92
H  1.79  -1.54  4.52
H  2.91  -2.02  0.73
H  5.21  -2.67  0.16
H  7.12  -1.49  1.19
H  6.69  0.34  2.81
H  4.41  0.97  3.39
H  4.39  1.58  -0.50
H  4.15  -0.16  -2.57
H  2.10  -2.34  -2.85
H  1.03  -1.04  -3.42
H  -0.45  -2.32  1.26
H  0.59  -3.66  3.09
H  2.50  -5.14  2.59
H  3.35  -5.32  0.28
H  2.28  -4.04  -1.53
H  -0.74  -2.30  -4.29
H  -1.21  -4.11  -5.89
H  -1.12  -6.47  -5.14
H  -0.74  -6.96  -2.75
H  -0.32  -5.15  -1.16
O  -0.32  1.21  2.70
N  -0.36  2.13  3.62
C  -0.65  1.77  4.87
C  -0.52  2.62  5.94
C  -0.04  3.91  5.70
C  0.19  4.30  4.41
C  -0.02  3.43  3.32
S  0.16  3.96  1.75
H  -0.94  0.73  4.98
H  -0.73  2.27  6.93
H  0.15  4.60  6.51
H  0.55  5.29  4.17
C  -1.14  4.59  -2.19
Si  -1.39  3.03  -3.27
C  -1.69  3.79  -5.05
C  0.29  2.12  -3.38
C  -2.82  1.90  -2.83
C  -3.37  1.99  -1.54
C  -4.74  1.63  -1.32
C  -5.37  1.95  -0.16
C  -4.66  2.66  0.83
C  -3.32  2.89  0.60
N  -2.65  2.53  -0.50
Si  -3.30  0.42  -3.85
C  -4.88  0.56  -4.99
C  -3.52  -1.10  -2.71
C  -1.96  -0.04  -5.15
H  -0.34  5.23  -2.57
H  -0.88  4.27  -1.19
H  -2.04  5.19  -2.12
H  -0.86  4.42  -5.37
H  -2.59  4.40  -5.06
H  -1.81  3.01  -5.79
H  1.15  2.77  -3.29
H  0.41  1.58  -4.32
H  0.28  1.40  -2.56
H  -5.28  1.17  -2.13
H  -6.42  1.71  -0.01
H  -5.14  3.00  1.73
H  -2.75  3.45  1.34
H  -5.79  0.34  -4.44
H  -4.84  -0.13  -5.84
H  -4.98  1.56  -5.39
H  -4.54  -1.23  -2.39
H  -2.92  -0.92  -1.81
H  -3.19  -2.03  -3.15
H  -1.88  0.70  -5.94
H  -2.16  -1.00  -5.62
H  -1.00  -0.10  -4.65
B  -3.52  -1.69  2.34
C  -2.72  -0.79  1.33
N  -2.04  -0.18  0.62
H  -2.91  -1.61  3.38
H  -4.64  -1.28  2.47
H  -3.51  -2.81  1.91

=====

Q: Among the records above, which one has the highest energy above the lowest of the compared OMol25 structures with the same formula, charge and spin?
A: C48H55BN4OP2SSi2Sr

=====

Q: Among the records above, which one has the lowest HOMO energy?
A: C48H55AuF9N7P3Se

=====

Q: total charge of number 2 (C48H55BN4OP2SSi2Sr)?
A: -2